Molecular formula: C5H12N2
Method: DFT, wB97M-V/def2-TZVPD

SMILES ... C=C(N)C[C@@H](C)N
DFT total energy ... -307.10528 Eh
Strongest force on any atom ... 0.11145 hartree/bohr
Kohn-Sham gap ... 9.12 eV
Relative energy (zero: lowest compared OMol25 entry of this formula, charge and spin) ... 77.8 kcal/mol

ORCA input file:
```
! wB97M-V def2-TZVPD RIJCOSX def2/J DEFGRID3
* xyz 0 1
C 0.976 -0.855 1.653
C -0.068 -0.004 1.344
N -0.683 0.679 2.510
C -0.802 0.266 0.141
C 0.141 0.267 -1.204
C 0.329 -1.235 -1.653
N -0.385 1.416 -2.034
H 1.360 -1.079 2.690
H 1.284 -1.748 1.110
H -0.261 0.566 3.465
H -1.164 1.485 2.528
H -1.363 1.411 0.027
H -1.592 -0.417 0.107
H 1.066 0.723 -0.662
H -0.402 -2.034 -1.504
H 0.819 -1.312 -2.569
H 1.092 -1.494 -0.995
H 0.318 2.139 -2.006
H -0.662 1.225 -2.949
*
```

natural (NBO) atomic charge list, values in e, 4 entries: -0.562, 0.204, -0.834, -0.463

---

Molecular formula: C5H12N2
Method: DFT, wB97M-V/def2-TZVPD

DFT total energy ... -306.90166 Eh
Strongest force on any atom ... 0.03707 hartree/bohr
Kohn-Sham gap (alpha / beta) ... 8.45 / 5.47 eV
Relative energy (zero: lowest compared OMol25 entry of this formula, charge and spin) ... 31.1 kcal/mol

ORCA input file:
```
! wB97M-V def2-TZVPD RIJCOSX def2/J DEFGRID3
* xyz 1 2
C -0.724 1.198 -1.313
C -1.110 0.531 0.003
C -0.209 -0.703 0.207
C 1.260 -0.424 0.399
C 2.207 -1.455 0.368
N 1.612 0.729 0.979
N -2.487 0.064 -0.103
H -0.580 0.459 -2.112
H -1.505 1.838 -1.711
H 0.200 1.772 -1.252
H -1.093 1.268 0.810
H -0.488 -1.250 1.111
H -0.291 -1.394 -0.631
H 3.272 -1.273 0.275
H 1.920 -2.479 0.156
H 2.604 0.833 1.164
H 0.997 1.068 1.711
H -2.612 -0.640 -0.815
H -2.972 -0.141 0.754
*
```

natural (NBO) atomic charge list, values in e, 4 entries: -0.632, -0.056, -0.491, 0.332

---

Molecular formula: C5H12N2O
Method: DFT, wB97M-V/def2-TZVPD

DFT total energy ... -382.36882 Eh
Strongest force on any atom ... 0.03853 hartree/bohr
Kohn-Sham gap (alpha / beta) ... 2.14 / 5.82 eV
Relative energy (zero: lowest compared OMol25 entry of this formula, charge and spin) ... 39.6 kcal/mol

ORCA input file:
```
! wB97M-V def2-TZVPD RIJCOSX def2/J DEFGRID3
* xyz -1 2
C 2.940 3.685 -3.481
O 3.903 3.791 -2.661
C -2.529 -0.879 -0.218
C -1.881 -0.329 1.052
C -0.402 -0.652 1.134
C -0.010 -1.685 1.882
N 1.281 -2.173 1.974
N 0.509 -0.075 0.204
H 2.543 2.707 -3.819
H 2.407 4.563 -3.901
H -2.759 -1.944 -0.040
H -1.940 -0.890 -1.132
H -1.937 0.761 0.930
H -2.376 -0.621 1.975
H -0.641 -2.106 2.622
H 2.040 -1.653 1.584
H 1.503 -2.740 2.772
H 0.097 -0.227 -0.708
H -3.487 -0.437 -0.422
H 0.741 0.906 0.251
*
```

natural (NBO) atomic charge list, values in e, 4 entries: -0.224, -0.774, -0.614, -0.434

---

Molecular formula: C5H12N2O
Method: DFT, wB97M-V/def2-TZVPD

SMILES ... CNCC(=O)N(C)C
DFT total energy ... -382.44214 Eh
Strongest force on any atom ... 0.04213 hartree/bohr
Kohn-Sham gap ... 10.02 eV
Relative energy (zero: lowest compared OMol25 entry of this formula, charge and spin) ... 37.9 kcal/mol

ORCA input file:
```
! wB97M-V def2-TZVPD RIJCOSX def2/J DEFGRID3
* xyz 0 1
C 0.530 1.285 -2.666
N -0.127 0.853 -1.429
C 0.261 -0.518 -1.113
C -0.386 -1.190 0.125
O -0.772 -2.328 0.006
N -0.430 -0.448 1.257
C -0.712 -1.170 2.490
C 0.310 0.785 1.499
H 0.423 0.604 -3.513
H 1.542 1.558 -2.393
H -0.059 2.118 -3.077
H -1.118 0.927 -1.481
H -0.007 -1.189 -1.931
H 1.326 -0.541 -0.856
H -0.892 -0.496 3.321
H -1.568 -1.835 2.373
H 0.131 -1.810 2.790
H 0.975 0.988 0.662
H 0.927 0.758 2.394
H -0.353 1.649 1.542
*
```

natural (NBO) atomic charge list, values in e, 4 entries: -0.419, -0.631, -0.318, 0.678

---

Molecular formula: C5H12N2O
Method: DFT, wB97M-V/def2-TZVPD

SMILES ... C/N=C\N.C=C(C)O
DFT total energy ... -382.42604 Eh
Strongest force on any atom ... 0.00523 hartree/bohr
Kohn-Sham gap ... 9.55 eV
Relative energy (zero: lowest compared OMol25 entry of this formula, charge and spin) ... 48.0 kcal/mol

ORCA input file:
```
! wB97M-V def2-TZVPD RIJCOSX def2/J DEFGRID3
* xyz 0 1
C -1.438 1.106 -1.869
N -0.837 2.403 -2.145
C 0.398 2.518 -1.895
N 1.234 1.568 -1.335
H -0.971 0.295 -2.441
H -2.488 1.135 -2.149
H -1.367 0.851 -0.807
H 0.871 3.478 -2.080
H 0.946 0.607 -1.445
H 2.218 1.712 -1.501
C 0.160 -0.073 1.605
C 0.378 -1.378 1.528
C -0.347 -2.419 2.316
O 1.314 -1.851 0.642
H -0.597 0.314 2.269
H 0.715 0.612 0.982
H -1.069 -1.960 2.986
H -0.882 -3.106 1.654
H 0.347 -3.011 2.921
H 1.413 -2.801 0.764
*
```

natural (NBO) atomic charge list, values in e, 4 entries: -0.464, -0.479, 0.270, -0.840

---

Molecular formula: C5H12N2O
Method: DFT, wB97M-V/def2-TZVPD

SMILES ... [H]/N=N/C(=C)C.CCO
DFT total energy ... -382.34791 Eh
Strongest force on any atom ... 0.06752 hartree/bohr
Kohn-Sham gap ... 8.68 eV
Relative energy (zero: lowest compared OMol25 entry of this formula, charge and spin) ... 97.0 kcal/mol

ORCA input file:
```
! wB97M-V def2-TZVPD RIJCOSX def2/J DEFGRID3
* xyz 0 1
H 0.772 0.328 2.788
N 0.786 0.624 1.807
N 1.087 -0.397 1.082
C 1.469 -0.088 -0.239
C 1.801 -1.131 -1.006
C 1.440 1.333 -0.718
H 1.852 -2.124 -0.589
H 2.030 -1.012 -2.053
H 2.180 1.925 -0.180
H 1.643 1.382 -1.785
H 0.466 1.784 -0.528
C -1.979 -0.442 -0.794
C -1.795 -0.488 0.721
O -1.706 0.737 1.319
H -2.836 0.185 -1.051
H -1.087 -0.037 -1.271
H -2.138 -1.445 -1.186
H -2.602 -1.064 1.199
H -0.753 -0.997 0.895
H -0.631 0.926 1.590
*
```

natural (NBO) atomic charge list, values in e, 4 entries: 0.351, -0.427, -0.128, 0.091

---

Molecular formula: C5H12N2O
Method: DFT, wB97M-V/def2-TZVPD

SMILES ... CNN(O)C=C(C)C
DFT total energy ... -382.33160 Eh
Strongest force on any atom ... 0.09108 hartree/bohr
Kohn-Sham gap ... 8.98 eV
Relative energy (zero: lowest compared OMol25 entry of this formula, charge and spin) ... 107.3 kcal/mol

ORCA input file:
```
! wB97M-V def2-TZVPD RIJCOSX def2/J DEFGRID3
* xyz 0 1
C 0.067 2.233 -1.271
N 0.700 1.810 -0.040
N 1.400 0.443 0.006
O 2.733 0.559 0.380
C 0.698 -0.397 0.835
C -0.415 -1.086 0.493
C -1.228 -1.799 1.532
C -0.799 -1.355 -0.932
H -0.739 1.567 -1.591
H -0.382 3.227 -1.151
H 0.805 2.312 -2.080
H 0.134 1.956 0.795
H 3.081 1.105 -0.343
H 0.993 -0.304 1.879
H -0.921 -1.539 2.549
H -2.286 -1.540 1.426
H -1.131 -2.884 1.414
H -1.821 -1.018 -1.123
H -0.748 -2.432 -1.132
H -0.140 -0.859 -1.647
*
```

natural (NBO) atomic charge list, values in e, 4 entries: -0.413, -0.512, -0.063, -0.555

---

Molecular formula: C5H12N2O
Method: DFT, wB97M-V/def2-TZVPD

DFT total energy ... -382.16103 Eh
Strongest force on any atom ... 0.10990 hartree/bohr
Kohn-Sham gap ... 4.30 eV
Relative energy (zero: lowest compared OMol25 entry of this formula, charge and spin) ... 214.3 kcal/mol

ORCA input file:
```
! wB97M-V def2-TZVPD RIJCOSX def2/J DEFGRID3
* xyz 0 1
O 3.304 -0.147 -0.032
C 2.516 0.765 0.407
C 1.454 1.406 -0.285
C 0.810 -2.016 -0.459
C -0.051 -1.961 0.596
C -2.285 0.014 -0.593
N -1.897 0.661 0.678
N 0.452 2.084 0.448
H 2.613 0.919 1.523
H 1.409 1.350 -1.407
H 0.892 -2.876 -1.091
H 1.434 -1.103 -0.583
H -0.465 -0.938 0.874
H -0.259 -2.973 1.147
H -2.694 -0.978 -0.514
H -3.010 0.588 -1.138
H -1.430 -0.088 -1.349
H -2.730 0.833 1.196
H -0.384 1.526 0.559
H 0.321 2.934 0.023
*
```

natural (NBO) atomic charge list, values in e, 4 entries: -0.487, 0.254, 0.060, -0.420

---

Molecular formula: C5H12N2O
Method: DFT, wB97M-V/def2-TZVPD

SMILES ... NCNCCCC=O
DFT total energy ... -382.35738 Eh
Strongest force on any atom ... 0.12992 hartree/bohr
Kohn-Sham gap ... 9.24 eV
Relative energy (zero: lowest compared OMol25 entry of this formula, charge and spin) ... 91.1 kcal/mol

ORCA input file:
```
! wB97M-V def2-TZVPD RIJCOSX def2/J DEFGRID3
* xyz 0 1
N -2.255 1.578 -0.990
C -0.974 2.100 -1.266
N 0.293 1.162 -1.327
C 0.440 0.460 0.011
C 1.197 -0.987 -0.059
C 1.384 -1.594 1.238
C 0.078 -2.218 1.668
O -0.701 -1.384 2.160
H -2.776 1.289 -1.761
H -2.382 0.941 -0.184
H -0.637 2.757 -0.400
H -1.001 2.531 -2.259
H 0.175 0.468 -1.993
H -0.405 0.432 0.705
H 0.802 1.217 0.599
H 2.209 -0.742 -0.516
H 0.844 -1.624 -0.770
H 2.200 -2.305 1.291
H 1.663 -0.806 2.151
H -0.156 -3.277 1.702
*
```

natural (NBO) atomic charge list, values in e, 4 entries: -0.856, -0.051, -0.637, -0.251

---

Molecular formula: C5H12N2O
Method: DFT, wB97M-V/def2-TZVPD

SMILES ... [H]/N=N\C=C.CC=O.C
DFT total energy ... -382.28883 Eh
Strongest force on any atom ... 0.08567 hartree/bohr
Kohn-Sham gap ... 8.79 eV
Relative energy (zero: lowest compared OMol25 entry of this formula, charge and spin) ... 134.1 kcal/mol

ORCA input file:
```
! wB97M-V def2-TZVPD RIJCOSX def2/J DEFGRID3
* xyz 0 1
H -1.067 1.772 -0.565
N -0.728 0.844 -0.880
N -1.315 -0.147 -0.409
C -2.426 -0.032 0.406
C -3.434 0.812 0.176
H -2.466 -0.796 1.168
H -3.416 1.509 -0.650
H -4.318 0.804 0.793
C 1.351 -2.015 0.011
C 1.249 -0.917 1.027
O 0.185 -0.536 1.497
H 0.461 -2.028 -0.616
H 2.234 -1.882 -0.613
H 1.430 -2.967 0.537
H 2.197 -0.592 1.488
C 2.063 1.127 -0.642
H 0.748 1.043 -0.729
H 2.930 0.484 -0.760
H 2.111 1.803 -1.499
H 2.210 1.715 0.260
*
```

natural (NBO) atomic charge list, values in e, 4 entries: 0.298, -0.335, -0.085, -0.072

---

Molecular formula: C5H12N2O
Method: DFT, wB97M-V/def2-TZVPD

DFT total energy ... -382.23085 Eh
Strongest force on any atom ... 0.05021 hartree/bohr
Kohn-Sham gap ... 3.98 eV
Relative energy (zero: lowest compared OMol25 entry of this formula, charge and spin) ... 170.5 kcal/mol

ORCA input file:
```
! wB97M-V def2-TZVPD RIJCOSX def2/J DEFGRID3
* xyz 0 1
C 1.012 0.111 0.443
N 0.983 -0.004 1.867
C 0.018 1.425 -2.380
N 1.260 1.056 -2.243
O -0.949 0.883 -1.771
C 0.347 -1.145 -0.096
C -1.033 -1.328 0.533
C -1.387 -0.277 1.564
H 0.520 1.028 0.131
H 2.033 0.086 0.011
H 1.280 0.908 2.249
H 1.966 1.745 -2.470
H -0.286 2.160 -3.146
H 0.280 -0.915 -1.156
H 0.978 -2.017 0.077
H -1.760 -1.391 -0.272
H -1.085 -2.266 1.100
H -0.310 0.006 2.076
H -1.861 0.593 1.107
H -2.006 -0.656 2.375
*
```

natural (NBO) atomic charge list, values in e, 4 entries: -0.310, -0.373, 0.443, -0.907

---

Molecular formula: C5H12N2O
Method: DFT, wB97M-V/def2-TZVPD

SMILES ... CCC[C@H](N)C(N)=O
DFT total energy ... -382.46629 Eh
Strongest force on any atom ... 0.04078 hartree/bohr
Kohn-Sham gap ... 9.95 eV
Relative energy (zero: lowest compared OMol25 entry of this formula, charge and spin) ... 22.7 kcal/mol

ORCA input file:
```
! wB97M-V def2-TZVPD RIJCOSX def2/J DEFGRID3
* xyz 0 1
C 1.950 0.983 -1.111
C 1.410 -0.440 -1.115
C 0.013 -0.686 -0.585
C -0.218 -0.062 0.798
N -0.230 -1.149 1.781
C -1.476 0.806 0.843
N -2.612 0.268 0.297
O -1.495 1.882 1.407
H 3.037 0.943 -1.134
H 1.660 1.583 -1.972
H 1.734 1.561 -0.206
H 2.116 -0.992 -0.474
H 1.711 -0.822 -2.086
H -0.268 -1.751 -0.569
H -0.705 -0.393 -1.374
H 0.575 0.602 1.094
H -1.091 -1.674 1.696
H -0.133 -0.915 2.758
H -3.380 0.891 0.086
H -2.600 -0.636 -0.134
*
```

natural (NBO) atomic charge list, values in e, 4 entries: -0.607, -0.405, -0.417, -0.154